(1)
Density functional theory data (ωB97M-V with the def2-TZVPD basis set) for an isolated molecule of C15H18N2O5S.

Geometry as ORCA input:
```
! wB97M-V def2-TZVPD RIJCOSX def2/J DEFGRID3
* xyz 0 1
C -3.787 -2.497 0.896
O -2.481 -2.118 0.489
C -2.415 -1.412 -0.657
O -3.390 -1.137 -1.312
C -1.062 -0.987 -1.005
C -0.760 -0.084 -2.019
C 0.614 0.146 -1.971
C 1.105 -0.625 -0.936
S 2.761 -0.667 -0.327
O 3.504 0.345 -1.021
O 3.265 -2.011 -0.323
N 2.559 -0.264 1.290
C 2.253 1.139 1.537
C 0.762 1.335 1.443
C -0.070 0.691 2.347
C -1.446 0.813 2.228
C -1.994 1.577 1.221
C -1.165 2.243 0.316
O -1.796 2.975 -0.635
C -1.020 3.654 -1.595
C 0.215 2.118 0.436
N 0.098 -1.317 -0.364
C 0.279 -2.277 0.689
H -4.278 -3.076 0.111
H -3.664 -3.094 1.795
H -4.390 -1.610 1.103
H -1.477 0.345 -2.689
H 1.206 0.781 -2.598
H 3.354 -0.612 1.805
H 2.775 1.766 0.805
H 2.601 1.401 2.540
H 0.363 0.100 3.139
H -2.093 0.307 2.929
H -3.061 1.679 1.106
H -0.406 2.960 -2.176
H -0.380 4.411 -1.130
H -1.735 4.144 -2.254
H 0.880 2.613 -0.253
H -0.027 -1.851 1.646
H -0.326 -3.160 0.491
H 1.331 -2.552 0.729
*
```

**SMILES**: COC(=O)c1ccc(S(=O)(=O)NCc2cccc(OC)c2)n1C
**Energy above the lowest of the compared OMol25 structures with the same formula, charge and spin**: 224.72 kJ/mol
**LUMO energy**: 0.420 eV
**HOMO-LUMO gap**: 9.00 eV

Mulliken atomic charge list, values in e, 5 entries:
1. C -0.78
2. O -0.25
3. C 0.23
4. O -0.64
5. C 0.37

(2)
Density functional theory data (ωB97M-V with the def2-TZVPD basis set) for an isolated molecule of C15H18N4O2S.

Geometry as ORCA input:
```
! wB97M-V def2-TZVPD RIJCOSX def2/J DEFGRID3
* xyz 0 1
H 2.365 -2.384 2.667
N 2.607 -2.019 1.757
C 1.754 -2.202 0.841
S 0.146 -2.983 0.929
C -0.127 -2.653 -0.762
C 0.919 -2.028 -1.309
N 1.961 -1.790 -0.442
C 3.105 -0.987 -0.817
C 2.593 0.445 -0.988
O 2.024 0.747 -2.033
N 2.686 1.299 0.039
C 3.258 1.028 1.341
C 2.020 2.588 -0.093
C 0.578 2.417 0.416
O 0.219 2.847 1.490
N -0.160 1.680 -0.446
C -1.417 1.096 -0.253
C -1.905 0.277 -1.268
C -3.127 -0.352 -1.130
C -3.890 -0.184 0.019
C -5.207 -0.879 0.183
C -3.392 0.636 1.025
C -2.173 1.274 0.900
H -1.045 -2.953 -1.221
H 1.015 -1.696 -2.326
H 3.473 -1.328 -1.789
H 3.877 -1.104 -0.061
H 4.296 1.369 1.377
H 2.683 1.575 2.088
H 3.209 -0.031 1.595
H 2.030 2.888 -1.144
H 2.541 3.330 0.513
H 0.298 1.414 -1.314
H -1.319 0.137 -2.166
H -3.492 -0.982 -1.928
H -5.574 -1.249 -0.771
H -5.947 -0.204 0.608
H -5.102 -1.727 0.861
H -3.972 0.779 1.925
H -1.803 1.907 1.689
*
```

**SMILES**: [H]/N=c1\sccn1CC(=O)N(C)CC(=O)Nc1ccc(C)cc1
**Energy above the lowest of the compared OMol25 structures with the same formula, charge and spin**: 116.23 kJ/mol
**LUMO energy**: 0.662 eV
**HOMO-LUMO gap**: 8.60 eV

Mulliken atomic charge list, values in e, 5 entries:
1. H 0.20
2. N -0.76
3. C 0.69
4. S -0.19
5. C -0.30

(3)
Density functional theory data (ωB97M-V with the def2-TZVPD basis set) for an isolated molecule of C15H18N4O4S at a distorted geometry.

Geometry as ORCA input:
```
! wB97M-V def2-TZVPD RIJCOSX def2/J DEFGRID3
* xyz 0 1
C 3.313 -2.663 -4.281
C 2.597 -1.364 -3.945
O 2.346 -1.251 -2.540
C 1.253 -1.871 -2.079
O 0.474 -2.491 -2.746
N 1.188 -1.675 -0.713
C 0.211 -2.030 0.207
O 0.389 -1.782 1.372
C -1.056 -2.620 -0.338
S -2.001 -1.205 -1.014
C -2.347 -0.425 0.513
N -2.913 -0.969 1.549
N -2.939 -0.053 2.522
C -2.394 1.049 2.077
C -2.218 2.272 2.855
C -3.250 2.605 3.903
C -1.903 2.130 4.324
N -2.001 0.877 0.777
C -1.301 1.768 -0.108
C 0.181 1.590 0.019
C 0.970 1.319 1.097
C 2.295 1.237 0.599
C 2.209 1.467 -0.739
O 0.931 1.676 -1.101
H 4.237 -2.743 -3.712
H 3.546 -2.685 -5.341
H 2.676 -3.511 -4.043
H 1.644 -1.305 -4.480
H 3.215 -0.498 -4.188
H 1.969 -1.162 -0.314
H -1.650 -3.062 0.461
H -0.894 -3.299 -1.170
H -1.754 3.091 2.321
H -4.075 1.918 4.002
H -3.505 3.644 4.043
H -1.824 1.124 4.703
H -1.211 2.835 4.759
H -1.596 2.798 0.122
H -1.595 1.547 -1.139
H 0.653 1.177 2.109
H 3.180 1.040 1.168
H 2.949 1.502 -1.513
*
```

**SMILES**: CCOC(=O)NC(=O)CSc1nnc(C2CC2)n1Cc1ccco1
**Energy above the lowest of the compared OMol25 structures with the same formula, charge and spin**: 118.67 kJ/mol
**LUMO energy**: 0.613 eV
**HOMO-LUMO gap**: 9.09 eV

Mulliken atomic charge list, values in e, 5 entries:
1. C -1.12
2. C -0.30
3. O -0.39
4. C 0.62
5. O -0.61

(4)
Density functional theory data (ωB97M-V with the def2-TZVPD basis set) for an isolated molecule of C15H18N4O6S at a distorted geometry.

Geometry as ORCA input:
```
! wB97M-V def2-TZVPD RIJCOSX def2/J DEFGRID3
* xyz 0 1
C 2.888 -0.126 3.327
O 3.604 -1.041 2.484
C 4.747 -0.541 1.822
C 4.666 -0.604 0.326
N 3.620 0.237 -0.190
C 2.244 -0.235 -0.348
N 1.815 -1.487 0.026
C 1.288 0.556 -0.808
C -0.031 0.075 -1.079
O -0.649 -0.650 -0.322
N -0.625 0.465 -2.244
S -1.919 -0.495 -2.901
O -1.526 -1.904 -3.157
O -2.354 0.326 -4.048
C -3.222 -0.463 -1.673
C -3.715 -1.573 -1.082
C -4.715 -1.484 -0.100
C -5.076 -0.237 0.530
C -6.028 -0.157 1.658
C -4.583 0.893 -0.131
C -3.598 0.775 -1.146
C 1.535 1.951 -1.131
O 0.970 2.724 -1.774
N 2.775 2.473 -0.915
C 3.777 1.527 -0.672
O 4.856 2.125 -0.616
H 3.518 0.713 3.694
H 2.494 -0.696 4.110
H 2.033 0.383 2.748
H 4.926 0.491 2.065
H 5.593 -1.151 2.191
H 5.575 -0.182 -0.127
H 4.575 -1.640 0.032
H 0.773 -1.644 -0.029
H 2.294 -2.013 0.726
H -0.002 0.835 -3.046
H -3.539 -2.566 -1.383
H -5.350 -2.329 0.299
H -5.461 0.050 2.579
H -6.490 -1.092 1.733
H -6.716 0.768 1.510
H -4.827 1.864 0.054
H -3.169 1.725 -1.603
H 3.028 3.353 -1.391
*
```

**SMILES**: COCCn1c(N)c(C(=O)NS(=O)(=O)c2ccc(C)cc2)c(=O)[nH]c1=O
**Energy above the lowest of the compared OMol25 structures with the same formula, charge and spin**: 0.00 kJ/mol
**LUMO energy**: 0.458 eV
**HOMO-LUMO gap**: 9.68 eV

Mulliken atomic charge list, values in e, 5 entries:
1. C -0.58
2. O -0.35
3. C -0.41
4. C -1.18
5. N 0.37

(5)
Density functional theory data (ωB97M-V with the def2-TZVPD basis set) for a cluster of 2 separate species, C15H18N4S in total at a distorted geometry.

Geometry as ORCA input:
```
! wB97M-V def2-TZVPD RIJCOSX def2/J DEFGRID3
* xyz 0 1
C -1.175 -0.350 -3.182
C 0.044 -0.938 -3.365
C 0.658 -1.686 -2.353
C 0.409 -1.868 -1.113
N -0.708 -1.274 -0.767
N -1.008 -1.672 0.523
C -1.934 -0.791 0.943
C -1.829 0.029 2.196
N -0.383 0.248 2.159
C 0.194 1.584 2.097
N -0.810 2.303 1.963
C -0.441 3.649 1.701
C 1.008 4.313 1.702
C 1.940 3.059 2.056
C 1.462 1.873 2.072
H 2.421 0.982 2.290
H 3.136 3.496 2.010
H 1.393 5.144 1.663
H -1.239 4.467 1.764
C 0.630 -1.005 2.235
C -0.323 -2.098 1.600
H 0.508 -3.102 1.353
H -0.919 -2.623 2.521
H 1.096 -1.271 3.225
H 1.091 -0.761 1.472
H -2.252 1.009 2.365
H -1.869 -0.414 3.094
H -3.188 -1.424 1.297
H -2.220 -0.155 0.132
H 1.237 -2.483 -0.524
S 2.137 -2.436 -3.097
C 1.833 -1.681 -4.775
C 0.736 -1.070 -4.674
H 0.422 -0.478 -5.689
H 2.666 -1.865 -5.533
H -2.059 -1.198 -2.757
H -1.747 0.181 -4.224
H -0.916 0.308 -2.383
*
```

**Energy above the lowest of the compared OMol25 structures with the same formula, charge and spin**: 1587.75 kJ/mol
**LUMO energy**: 0.087 eV
**HOMO-LUMO gap**: 7.47 eV

Mulliken atomic charge list, values in e, 5 entries:
1. C -0.81
2. C 0.36
3. C 0.70
4. C -0.11
5. N -0.57

(6)
Density functional theory data (ωB97M-V with the def2-TZVPD basis set) for a structure of composition C15H18N6O3S2Tl at a distorted geometry.

Geometry as ORCA input:
```
! wB97M-V def2-TZVPD RIJCOSX def2/J DEFGRID3
* xyz -1 1
Tl -3.491 -0.887 0.386
N -0.114 -4.048 2.255
C -0.852 -2.891 2.274
S -2.507 -2.917 2.449
N -0.084 -1.751 2.239
N -0.738 -0.631 2.270
C -0.083 0.525 2.211
C -0.637 1.800 1.853
C 0.260 2.890 1.574
C -0.281 4.104 1.217
C -1.656 4.201 1.191
C -2.444 3.132 1.417
N -1.950 1.929 1.709
H -0.690 -4.877 2.275
H 0.643 -4.071 1.601
H 0.998 0.637 2.500
H 1.332 2.734 1.701
H 0.315 4.983 0.928
H -2.178 5.080 0.906
H -3.558 3.162 1.340
N -2.747 0.862 -1.460
N -2.694 -0.131 -2.459
C -2.054 -1.381 -2.201
O -1.877 -2.090 -3.207
O -1.740 -1.600 -0.936
H -3.483 1.600 -1.648
H -1.806 1.290 -1.236
H -2.785 0.091 -3.468
C 2.470 1.398 -2.856
S 0.999 0.365 -2.487
O 0.103 1.252 -1.630
C 1.677 -0.873 -1.339
C 1.715 -2.255 -1.492
C 2.306 -3.041 -0.526
C 2.825 -2.442 0.645
C 2.749 -1.051 0.805
C 2.079 -0.292 -0.161
H 3.378 0.820 -2.778
H 2.441 2.186 -2.104
H 2.346 1.820 -3.846
H 1.124 -2.675 -2.311
H 2.315 -4.098 -0.698
H 3.264 -3.044 1.448
H 3.248 -0.600 1.652
H 1.863 0.787 -0.002
*
```

**Energy above the lowest of the compared OMol25 structures with the same formula, charge and spin**: 0.00 kJ/mol
**LUMO energy**: 2.441 eV
**HOMO-LUMO gap**: 6.14 eV

Mulliken atomic charge list, values in e, 5 entries:
1. Tl 0.51
2. N -0.50
3. C 0.44
4. S -0.51
5. N -0.59

(7)
Density functional theory data (ωB97M-V with the def2-TZVPD basis set) for a structure of composition C15H18PdS5.

Geometry as ORCA input:
```
! wB97M-V def2-TZVPD RIJCOSX def2/J DEFGRID3
* xyz 0 3
Pd -0.086 -0.095 0.555
C 1.550 -0.703 3.416
C 1.386 0.298 2.294
C 0.328 1.247 2.338
C -0.738 1.144 3.408
C 0.283 2.297 1.387
C -0.710 3.416 1.560
C 1.209 2.320 0.322
C 1.134 3.420 -0.703
C 2.241 1.360 0.257
C 3.326 1.497 -0.779
C 2.318 0.337 1.228
C 3.416 -0.694 1.164
H 2.600 -0.928 3.584
H 1.037 -1.638 3.176
H 1.139 -0.314 4.343
H -0.463 1.708 4.302
H -0.896 0.102 3.691
H -1.688 1.525 3.036
H -0.296 4.355 1.205
H -0.968 3.535 2.608
H -1.628 3.216 1.005
H 1.729 4.274 -0.371
H 0.109 3.748 -0.853
H 1.508 3.091 -1.668
H 3.503 2.545 -1.005
H 3.064 0.991 -1.709
H 4.256 1.068 -0.418
H 4.299 -0.336 1.697
H 3.690 -0.909 0.136
H 3.097 -1.632 1.608
S -5.089 -5.086 -0.066
C -3.936 -3.933 -0.050
S -2.228 -4.289 -0.041
C -1.656 -2.633 -0.034
C -2.632 -1.654 -0.036
S -2.376 0.025 -0.085
S -4.289 -2.224 -0.043
S 0.025 -2.385 -0.081
*
```

**LUMO energy (alpha / beta)**: 0.074 / -1.873 eV
**HOMO-LUMO gap (alpha / beta)**: 7.26 / 5.88 eV
**Expectation value of S²**: 2.024

Mulliken atomic charge list, values in e, 5 entries:
1. Pd 0.11
2. C -2.33
3. C 1.26
4. C 0.48
5. C -2.56

(8)
Density functional theory data (ωB97M-V with the def2-TZVPD basis set) for a structure of composition C15H19AsMgN2O7S3.

Geometry as ORCA input:
```
! wB97M-V def2-TZVPD RIJCOSX def2/J DEFGRID3
* xyz -2 1
Mg -0.764 -0.705 0.425
C -5.050 -2.640 0.962
C -3.567 -2.448 1.176
S -2.685 -3.071 -0.273
C -3.090 -1.867 2.297
C -4.118 -1.426 3.324
S -1.420 -1.491 2.762
H -5.244 -3.320 0.131
H -5.538 -1.695 0.701
H -5.547 -3.045 1.849
H -4.706 -2.269 3.706
H -4.826 -0.717 2.882
H -3.620 -0.940 4.160
O -2.633 2.333 0.519
As -2.951 0.704 -0.303
O -3.365 -2.367 -1.407
O -1.260 -2.535 -0.119
C -1.968 1.201 -2.000
C -2.653 1.184 -3.220
C -2.102 1.676 -4.391
C -0.831 2.234 -4.386
C -0.093 2.221 -3.214
C -0.649 1.679 -2.052
S 0.563 1.324 -0.784
O -0.003 1.401 0.583
O 1.685 2.207 -1.019
O 0.842 -0.133 -0.960
H -1.778 2.272 0.964
H -3.662 0.788 -3.223
H -2.678 1.646 -5.310
H -0.406 2.657 -5.290
H 0.919 2.598 -3.188
N 1.792 -1.853 1.428
C 2.709 -1.164 1.308
N 3.758 -0.360 1.113
C 4.928 -0.521 1.960
C 5.714 0.778 1.921
O 6.061 1.137 0.596
C 4.888 1.294 -0.209
C 4.084 0.017 -0.263
H 5.558 -1.346 1.597
H 4.604 -0.748 2.976
H 6.650 0.675 2.473
H 5.115 1.577 2.376
H 5.227 1.572 -1.206
H 4.265 2.101 0.193
H 4.675 -0.780 -0.736
H 3.170 0.165 -0.829
*
```

**Energy above the lowest of the compared OMol25 structures with the same formula, charge and spin**: 86.90 kJ/mol
**LUMO energy**: 4.231 eV
**HOMO-LUMO gap**: 4.65 eV

Mulliken atomic charge list, values in e, 5 entries:
1. Mg 1.30
2. C -1.66
3. C 0.34
4. S 0.11
5. C 0.78

Number 1: total energy -1466.2723 Ha. Number 2: total energy -1350.1196 Ha. Number 3: total energy -1500.5555 Ha. Number 4: total energy -1650.9748 Ha. Number 5: total energy -1199.0076 Ha. Number 6: total energy -2105.5075 Ha. Number 7: total energy -2701.2107 Ha. Number 8: total energy -4849.7281 Ha.